[1]
This record from the Open Molecules 2025 dataset describes 2 unconnected molecules or ions with the total composition C5H9N3O3 in a non-equilibrium geometry. The level of theory is ωB97M-V/def2-TZVPD.

Element x y z (Å)
C (1.773, -0.144, -0.978)
C (0.692, 1.001, -0.749)
O (0.602, 1.149, 0.655)
C (-0.444, 0.598, 1.318)
N (-0.247, 0.788, 2.645)
O (-1.448, 0.165, 0.770)
H (2.495, 0.142, -0.244)
H (1.292, -1.034, -0.681)
H (1.971, 0.017, -2.010)
H (-0.087, 0.658, -1.317)
H (1.059, 2.001, -1.013)
H (-0.919, 0.606, 3.289)
H (0.571, 1.291, 3.096)
N (-1.114, -4.264, 3.065)
C (-1.396, -3.538, 2.213)
C (-1.713, -2.658, 1.141)
N (-1.600, -3.017, -0.109)
O (-2.029, -2.157, -1.034)
H (-2.274, -1.835, 1.552)
H (-2.262, -1.339, -0.610)

Calculated values
**Highest occupied orbital energy**: -10.09 eV
**Energy above the lowest of the compared OMol25 structures with the same formula, charge and spin**: 60.1 kcal/mol
**Electronic energy**: -585.8184 Eh
**SMILES**: CCOC(N)=O.N#C/C=N/O
**HOMO-LUMO gap**: 10.38 eV

---

[2]
This record from the Open Molecules 2025 dataset describes C5H13IN2P2 in the gas phase in a non-equilibrium geometry. The level of theory is ωB97M-V/def2-TZVPD.

Element x y z (Å)
C (0.265, -0.523, -0.688)
C (0.331, -1.158, 0.526)
C (-1.209, 1.339, -1.052)
C (-0.969, -0.098, -1.459)
C (1.509, -1.142, 1.259)
N (-0.850, -0.139, -2.942)
N (1.537, 1.873, 2.760)
P (-0.626, -1.692, -3.676)
P (0.834, 0.936, 3.842)
I (1.558, -1.825, 3.271)
H (1.196, -0.308, -1.248)
H (-0.568, -1.303, 1.079)
H (-1.159, 1.520, 0.116)
H (-0.458, 1.795, -1.571)
H (-2.138, 1.636, -1.306)
H (-1.847, -0.831, -1.281)
H (2.428, -0.975, 0.637)
H (-0.254, 0.501, -3.492)
H (2.402, 2.342, 2.978)
H (-0.209, -2.436, -2.634)
H (-1.971, -2.126, -3.443)
H (-0.445, 0.977, 3.277)
H (0.642, 1.635, 5.049)

Calculated values
**Highest occupied orbital energy (spin up / spin down)**: -7.57 / -7.20 eV
**Electronic energy**: -1288.0017 Eh
**HOMO-LUMO gap (spin up / spin down)**: 7.04 / 6.73 eV

---

- What is the formula in the first record?
  C5H9N3O3